Entry from the OMol25 dataset: 2 unconnected molecules or ions with the total composition C4H7O4S (ωB97M-V with the def2-TZVPD basis set).

Results
* LUMO level: 3.685 eV
* orbital gap: 8.875 eV
* charge: -1
* ΔE to the lowest compared entry with this formula, charge and spin: 18.1 kcal per mole

Atoms and positions in Å:
C (0.24405, 1.27033, -1.74636)
C (0.97050, 0.33256, -1.23917)
C (1.13932, -1.65944, 0.24547)
C (0.46126, -0.77487, -0.47464)
O (-1.40035, -2.26288, -1.49553)
O (-1.55123, -1.88187, 0.91191)
O (-2.17730, -0.11070, -0.58307)
O (-2.38315, 0.40875, 2.11350)
S (-1.29734, -1.23237, -0.40004)
H (0.68600, 2.08031, -2.31144)
H (-0.83641, 1.23241, -1.72784)
H (2.08233, 0.38770, -1.34412)
H (2.19213, -1.84175, 0.21957)
H (0.57525, -2.38219, 0.97190)
H (-2.44066, -0.52408, 2.03329)
H (-2.27638, 0.88619, 1.23066)

Cartesian forces (eV/Å) of the 3 atoms listed first:
-1.50 1.88 -1.60
2.48 -1.33 0.47
-0.74 -1.69 1.66



Entry from the OMol25 dataset: a molecular structure, C37H59HfN10O9PS (ωB97M-V with the def2-TZVPD basis set).

Results
* LUMO level: -0.268 eV
* orbital gap: 4.960 eV
* ΔE to the lowest compared entry with this formula, charge and spin: 27.7 kcal per mole

Atoms and positions in Å:
Hf (0.02897, -0.52943, 1.33520)
C (2.92478, -4.17794, 2.24906)
O (3.50819, -3.17999, 3.08264)
C (2.67523, -2.68959, 4.06048)
C (3.10737, -2.75944, 5.36533)
C (2.30885, -2.28968, 6.41130)
C (1.06713, -1.78023, 6.11344)
C (0.61942, -1.66109, 4.78833)
C (-0.73020, -1.16791, 4.58379)
N (-1.18164, -0.80761, 3.44670)
N (-2.53786, -0.53038, 3.37423)
C (-2.91206, -0.54094, 2.12206)
O (-2.13771, -0.76805, 1.11372)
C (-4.35145, -0.26937, 1.84024)
C (-4.77311, -0.18111, 0.51805)
C (-6.10253, 0.08388, 0.22281)
C (-7.01795, 0.26503, 1.24924)
C (-6.59892, 0.18270, 2.57193)
C (-5.27188, -0.08288, 2.86872)
C (1.43610, -2.08728, 3.71146)
O (1.10271, -1.99971, 2.45287)
H (3.74869, -4.66808, 1.73284)
H (2.22646, -3.73611, 1.53698)
H (2.38962, -4.91609, 2.85199)
H (4.07593, -3.20607, 5.55508)
H (2.65009, -2.35891, 7.43528)
H (0.40689, -1.45254, 6.90900)
H (-1.40502, -1.16637, 5.44220)
H (-4.03759, -0.30594, -0.26381)
H (-6.42403, 0.14809, -0.80948)
H (-8.05661, 0.46982, 1.02183)
H (-7.31232, 0.32294, 3.37421)
H (-4.93064, -0.15572, 3.89201)
C (0.85127, 0.15654, -0.46245)
H (0.60261, -0.22515, -1.46160)
H (1.39356, 1.10061, -0.61673)
C (3.99299, 2.28018, 0.16395)
N (3.09596, 2.41127, 1.30251)
C (2.01263, 3.37214, 1.12661)
P (2.86734, 1.22433, 2.41271)
O (1.46055, 0.68989, 2.42720)
N (3.13173, 1.95228, 3.86787)
C (2.64041, 1.31939, 5.08489)
C (4.13190, 2.97812, 4.08653)
N (3.97582, 0.04278, 2.18702)
C (5.18829, -0.07589, 2.97837)
C (3.96841, -0.78788, 0.98187)
H (4.34928, 3.27422, -0.11652)
H (3.49714, 1.82106, -0.69606)
H (4.85771, 1.67988, 0.43645)
H (2.42831, 4.32109, 0.78001)
H (1.51537, 3.54512, 2.08163)
H (1.27490, 3.00945, 0.40726)
H (1.87151, 0.59204, 4.84317)
H (2.21390, 2.07699, 5.74769)
H (3.44358, 0.80337, 5.62324)
H (4.43784, 3.41243, 3.13753)
H (5.01947, 2.58177, 4.59379)
H (3.71275, 3.76797, 4.71546)
H (5.06818, 0.39315, 3.95215)
H (6.05394, 0.37145, 2.47394)
H (5.39091, -1.13691, 3.13789)
H (4.83999, -0.55730, 0.35701)
H (3.05641, -0.60700, 0.40201)
H (4.00562, -1.83476, 1.27921)
C (-1.69440, 3.62740, 0.74401)
C (-1.50514, 3.82012, 2.26141)
C (-1.10599, 2.42529, 2.77639)
O (-0.95947, 1.61164, 1.60417)
C (-1.85944, 2.12365, 0.60732)
H (-0.80519, 3.95244, 0.20321)
H (-2.55217, 4.17407, 0.35376)
H (-2.43068, 4.14467, 2.73601)
H (-0.74398, 4.56935, 2.47753)
H (-1.87938, 1.99101, 3.41326)
H (-0.15394, 2.39802, 3.30465)
H (-2.88155, 1.81962, 0.85524)
H (-1.56497, 1.68207, -0.34247)
C (2.46075, -2.98182, -1.84787)
N (1.00455, -2.96684, -1.96436)
C (0.46514, -2.47700, -3.23457)
C (0.32765, -2.72335, -0.87186)
N (-0.28012, -2.54320, 0.09829)
H (2.86716, -3.65781, -2.59992)
H (2.74488, -3.33140, -0.85776)
H (2.85848, -1.97458, -1.99483)
H (0.81597, -3.12487, -4.03637)
H (0.78501, -1.45174, -3.42283)
H (-0.62082, -2.50570, -3.20893)
C (1.04805, -0.94214, -8.32869)
C (-0.47450, -0.87416, -8.33803)
S (-1.04278, -0.16842, -6.81277)
O (-0.66872, -1.05767, -5.74017)
O (-0.62183, 1.21224, -6.76131)
C (-2.80939, -0.19183, -6.97656)
C (-3.51083, 0.59674, -5.87437)
N (-3.20980, 0.16931, -4.51611)
C (-2.54363, 0.90888, -3.58407)
N (-2.40595, 0.26183, -2.44364)
C (-2.96987, -0.95652, -2.62502)
C (-3.47367, -1.03663, -3.89074)
N (-4.19518, -2.11276, -4.47110)
O (-4.25929, -3.14619, -3.83890)
O (-4.72089, -1.93363, -5.56639)
C (-2.04457, 2.29126, -3.81367)
H (1.39995, -1.37775, -9.26216)
H (1.39833, -1.55920, -7.50294)
H (1.47490, 0.05415, -8.22598)
H (-0.92850, -1.86327, -8.41157)
H (-0.85053, -0.24113, -9.14237)
H (-3.13026, -1.23173, -6.98866)
H (-3.04027, 0.27374, -7.93602)
H (-4.58208, 0.51302, -6.04277)
H (-3.22572, 1.64416, -5.94067)
H (-3.00937, -1.70373, -1.84799)
H (-2.86751, 2.99023, -3.97845)
H (-1.36896, 2.33253, -4.66798)
H (-1.50467, 2.59096, -2.91872)

Cartesian forces (eV/Å) of the 3 atoms listed first:
-0.43 0.02 0.06
-0.04 -0.04 -0.07
0.03 -0.03 0.03



Entry from the OMol25 dataset: a molecular structure, C30H31ClILaN5O3P (ωB97M-V with the def2-TZVPD basis set).

Results
* LUMO level: -5.696 eV
* orbital gap: 6.439 eV
* charge: +2
* ΔE to the lowest compared entry with this formula, charge and spin: 16.2 kcal per mole

Atoms and positions in Å:
La (0.96413, 1.79298, -1.88719)
Cl (4.47908, 0.19728, -7.80071)
C (3.31325, 0.68577, -6.61585)
C (1.99777, 0.67624, -6.93201)
C (1.02377, 1.10333, -5.99042)
I (-0.94606, 0.98694, -6.57088)
C (1.38609, 1.57218, -4.76525)
O (0.45895, 2.09283, -3.88327)
C (2.77115, 1.52225, -4.39494)
N (3.16586, 1.89681, -3.11243)
C (4.44260, 1.89332, -2.79490)
C (5.45617, 1.50912, -3.67980)
C (5.09369, 1.09979, -4.92975)
C (3.73740, 1.09148, -5.32574)
H (1.68590, 0.35229, -7.91545)
H (4.69876, 2.23046, -1.79424)
H (6.49167, 1.53256, -3.37080)
H (5.84453, 0.78073, -5.64144)
C (3.23770, 2.00743, 3.93449)
N (2.95531, 0.67756, 3.19473)
C (1.61260, 0.10170, 3.71912)
N (0.57487, 1.05903, 3.58380)
C (0.90816, 2.30089, 4.28743)
N (2.14708, 2.89903, 3.77386)
C (2.00141, 3.40150, 2.39965)
P (1.55310, 2.05378, 1.20052)
C (2.90899, 0.89227, 1.70031)
C (0.17738, 1.28460, 2.18890)
H (4.16338, 2.40205, 3.52109)
H (3.37980, 1.73354, 4.97799)
H (3.69939, 0.01602, 3.41861)
H (1.79742, -0.15492, 4.76045)
H (1.41560, -0.79698, 3.13831)
H (1.03399, 2.08500, 5.34737)
H (0.09114, 3.00807, 4.16887)
H (2.92257, 3.88926, 2.07995)
H (1.21574, 4.15673, 2.38671)
H (3.87366, 1.29348, 1.39238)
H (2.78037, -0.08446, 1.23426)
H (-0.15116, 0.35648, 1.71953)
H (-0.67703, 1.96110, 2.16193)
C (-3.57921, -3.59860, 3.92623)
C (-4.01860, -2.41257, 3.10495)
C (-5.20373, -1.76187, 3.42806)
C (-5.64468, -0.67105, 2.69402)
C (-4.90663, -0.24499, 1.60202)
C (-3.72562, -0.89423, 1.26605)
N (-2.99213, -0.42988, 0.13071)
C (-2.82141, -1.22847, -1.00712)
C (-3.75434, -2.21876, -1.31655)
C (-3.58660, -3.02770, -2.42403)
C (-2.47038, -2.90962, -3.25577)
C (-1.51636, -1.97190, -2.94217)
C (-1.68491, -1.12298, -1.83463)
C (-0.62291, -0.18927, -1.54855)
O (-0.82417, 0.88229, -0.85807)
O (0.59315, -0.38555, -1.97408)
C (-3.24763, -1.96257, 2.02216)
C (-1.93435, -2.62247, 1.69244)
H (-4.33624, -3.85754, 4.66433)
H (-2.65075, -3.39832, 4.46767)
H (-3.40189, -4.48266, 3.31000)
H (-5.78801, -2.11700, 4.26828)
H (-6.56995, -0.17356, 2.95368)
H (-5.25495, 0.57684, 0.98554)
H (-3.02482, 0.56076, -0.02301)
H (-4.62713, -2.32891, -0.68516)
H (-4.34944, -3.76155, -2.65571)
H (-2.35791, -3.54366, -4.12451)
H (-0.62812, -1.86932, -3.55193)
H (-2.05407, -3.51060, 1.06345)
H (-1.41401, -2.95069, 2.59355)
H (-1.28834, -1.93317, 1.14294)

Cartesian forces (eV/Å) of the 3 atoms listed first:
1.78 2.75 1.24
-0.10 0.03 0.14
0.38 -0.06 -0.11



Please write out number 1 again, unchanged.
Entry from the OMol25 dataset: 2 unconnected molecules or ions with the total composition C4H7O4S (ωB97M-V with the def2-TZVPD basis set).

Results
* LUMO level: 3.685 eV
* orbital gap: 8.875 eV
* charge: -1
* ΔE to the lowest compared entry with this formula, charge and spin: 18.1 kcal per mole

Atoms and positions in Å:
C (0.24405, 1.27033, -1.74636)
C (0.97050, 0.33256, -1.23917)
C (1.13932, -1.65944, 0.24547)
C (0.46126, -0.77487, -0.47464)
O (-1.40035, -2.26288, -1.49553)
O (-1.55123, -1.88187, 0.91191)
O (-2.17730, -0.11070, -0.58307)
O (-2.38315, 0.40875, 2.11350)
S (-1.29734, -1.23237, -0.40004)
H (0.68600, 2.08031, -2.31144)
H (-0.83641, 1.23241, -1.72784)
H (2.08233, 0.38770, -1.34412)
H (2.19213, -1.84175, 0.21957)
H (0.57525, -2.38219, 0.97190)
H (-2.44066, -0.52408, 2.03329)
H (-2.27638, 0.88619, 1.23066)

Cartesian forces (eV/Å) of the 3 atoms listed first:
-1.50 1.88 -1.60
2.48 -1.33 0.47
-0.74 -1.69 1.66



Q: The lowest orbital gap belongs to which entry?
A: C37H59HfN10O9PS



Q: Which formula does entry 1 have?
A: C4H7O4S